(1)
Entry from the OMol25 dataset: 2 unconnected molecules or ions with the total composition C8H13N4 in a non-equilibrium geometry (ωB97M-V with the def2-TZVPD basis set).

Structure (XYZ):
```
25
Properties=species:S:1:pos:R:3:forces:R:3
C -1.111668 -1.023680 2.830752 0.451 0.001 -0.761
C 0.676825 -2.053074 2.074796 -2.625 1.279 1.376
C -1.742786 -0.189784 -1.511141 0.591 -0.244 0.853
C -0.609577 -1.091316 -0.896619 -2.099 1.762 -1.436
C -0.885563 0.984666 -1.074332 -1.522 2.481 1.136
C 1.615547 0.271815 -0.454693 2.334 -0.166 -2.508
C 0.265163 0.158915 1.112318 1.733 -1.968 -0.758
C 0.120870 0.101546 -0.374210 -0.237 -0.215 1.430
N -1.033349 -2.234240 3.293037 -2.839 1.597 2.618
N 0.058104 -2.793671 2.915633 2.104 -2.983 -1.001
N -0.045062 -0.891857 1.948070 0.332 1.913 0.179
N 1.785366 0.510730 1.008372 0.319 -2.091 3.774
H -1.728188 -0.187097 3.141124 -0.274 -0.482 -0.335
H 1.512207 -2.204959 1.547369 2.998 -0.979 -1.744
H -1.897210 -0.233781 -2.544372 0.076 -0.324 -1.639
H -2.742917 -0.313861 -1.082809 0.447 0.236 0.413
H -1.051234 -1.768505 -0.286034 -0.699 -2.038 2.526
H -0.102406 -1.602073 -1.612666 1.710 -1.482 -2.186
H -0.456205 1.634464 -1.795103 0.441 0.163 -1.255
H -1.416753 1.729522 -0.434643 0.426 -0.666 -0.032
H 2.232536 -0.636685 -0.810170 -1.099 1.404 0.642
H 1.900507 1.171208 -1.069410 0.062 -0.836 0.825
H -0.431254 1.655575 1.973673 -0.750 1.921 1.163
H 2.330720 -0.116094 1.742277 -1.050 0.175 -2.569
H 2.228852 1.334430 1.405182 -0.830 1.543 -0.713
```
Positions in Å, forces in eV/Å.

max |F|: 4.3 eV/Å
spin multiplicity: 3
<S²>: 2.005
total charge: +1
HOMO-LUMO gap (spin up / spin down): 8.223 / 5.922 eV
electronic energy: -14450.7693 eV
HOMO energy (spin up / spin down): -11.9 / -13.3 eV

(2)
Entry from the OMol25 dataset: 2 unconnected molecules or ions with the total composition C8H13N6 in a non-equilibrium geometry (ωB97M-V with the def2-TZVPD basis set).

Structure (XYZ):
```
27
Properties=species:S:1:pos:R:3:forces:R:3
C 1.017338 1.566314 2.921192 -1.360 1.309 1.000
C -0.342410 1.677548 2.819674 0.470 0.960 1.280
C 0.100390 2.363328 -2.652197 -0.359 0.808 -0.792
C 0.220404 0.391885 1.183558 0.321 -1.908 -1.794
C 0.792020 0.549619 -1.867987 -0.782 2.186 -1.102
C -2.203070 1.007988 1.329300 -1.670 0.920 -0.250
C 0.275434 -3.064984 -1.102469 0.616 -2.414 0.038
C 0.967633 -0.784088 -1.497087 -0.576 -0.611 0.629
N 1.295814 0.742200 1.945869 2.406 -4.048 -4.792
N -0.321701 1.174896 -2.307976 0.491 -2.156 0.519
N 1.406931 2.561935 -2.471091 -1.507 2.675 -0.913
N 1.801546 1.479971 -1.964303 0.687 -2.446 0.727
N -0.849153 0.960152 1.751833 3.694 1.267 1.537
N 0.130143 -1.758617 -1.626717 0.051 1.301 -0.073
H 1.844164 2.098004 3.350085 -0.449 0.149 1.041
H -0.933075 2.139100 3.540627 -1.180 0.992 0.690
H -0.553000 3.047742 -3.142154 -0.071 0.642 0.006
H -2.729803 1.787691 2.025318 0.856 -1.121 -1.865
H -2.261960 1.235631 0.159146 -0.177 -0.597 2.810
H -2.613633 0.053116 1.680157 -0.491 0.104 -0.950
H 0.903651 -3.078211 -0.216881 -0.470 0.255 0.454
H -0.722115 -3.593129 -0.948142 1.443 0.932 -0.166
H 0.905088 -3.619152 -1.815606 -0.602 -0.337 -0.020
H 1.930584 -1.005778 -1.122072 0.803 -0.513 0.676
H 2.771962 1.520335 -1.762090 0.929 -1.011 0.529
H -0.723516 -1.638161 -2.116013 -0.902 0.871 -0.412
H 2.218526 0.249340 1.656153 -2.168 1.792 1.196
```
Positions in Å, forces in eV/Å.

max |F|: 6.7 eV/Å
spin multiplicity: 1
total charge: +1
HOMO-LUMO gap: 6.937 eV
electronic energy: -17437.6410 eV
HOMO energy: -11.7 eV

(3)
Entry from the OMol25 dataset: 2 unconnected molecules or ions with the total composition C8H13NO2 in a non-equilibrium geometry (ωB97M-V with the def2-TZVPD basis set).

Structure (XYZ):
```
24
Properties=species:S:1:pos:R:3:forces:R:3
C -4.524672 -0.594792 -0.751689 -1.055 0.001 -0.057
C -3.474795 -1.133398 0.161104 1.015 0.602 0.320
C -2.304098 -0.532033 0.446753 -1.133 -0.363 -0.510
C -1.839138 0.745918 -0.129402 0.039 -0.044 -0.505
C -1.153099 1.736476 0.769657 0.285 -0.452 0.922
C -0.342908 0.921083 -0.197706 0.589 -0.551 0.572
H -4.201024 0.304205 -1.300677 -0.224 -0.508 0.157
H -5.458555 -0.340278 -0.197244 0.665 0.060 -0.122
H -4.889880 -1.367165 -1.451610 0.442 0.302 0.009
H -3.669514 -2.074550 0.654505 -0.139 -0.156 -0.010
H -1.614359 -1.032385 1.116885 0.017 0.032 0.115
H -2.421565 1.135780 -0.970823 0.283 -0.020 0.465
H -1.029889 1.440700 1.826607 -0.318 0.360 -0.615
H -1.306391 2.793137 0.594369 0.074 -0.067 -0.037
H 0.230214 0.061908 0.232535 -0.384 1.005 -0.548
H 0.135550 1.448699 -1.011311 -0.138 -0.201 -0.168
O 5.625892 0.960973 -0.671486 1.100 -1.572 1.040
C 5.864268 -0.066391 -0.034324 -0.577 2.018 -1.277
N 4.851426 -0.871327 0.402366 -0.784 -0.678 0.021
C 3.573037 -0.558155 -0.069776 -1.831 0.065 0.007
O 2.615842 -1.293683 -0.186441 1.333 -0.174 0.551
H 6.861237 -0.437075 0.186838 0.372 0.050 0.177
H 5.017970 -1.745233 0.893904 -0.019 0.200 -0.385
H 3.454457 0.497583 -0.313026 0.389 0.093 -0.120
```
Positions in Å, forces in eV/Å.

max |F|: 2.5 eV/Å
spin multiplicity: 1
total charge: 0
SMILES string: C/C=C\C1CC1.O=CNC=O
HOMO-LUMO gap: 9.048 eV
electronic energy: -14090.2705 eV
HOMO energy: -8.5 eV

(4)
Entry from the OMol25 dataset: C8H13NO3 in the gas phase in a non-equilibrium geometry (ωB97M-V with the def2-TZVPD basis set).

Structure (XYZ):
```
25
Properties=species:S:1:pos:R:3:forces:R:3
C -1.541880 0.780955 -1.395371 -1.152 -0.307 -1.308
C -1.553923 0.031694 -0.309485 2.698 -1.383 1.645
C -0.403134 0.938243 -2.344692 2.865 -1.908 2.159
C 0.981070 1.126679 -1.584616 -3.334 -3.207 -1.256
C 1.295888 -0.149218 -0.808838 -2.735 -1.325 -0.674
C 0.502217 -0.164567 0.456088 -1.783 1.277 1.354
C 0.388691 -2.522151 0.828473 -1.285 1.313 3.575
C 0.086050 1.242819 2.459800 2.153 -3.260 0.986
N -2.084072 -0.785521 0.539984 -1.124 1.294 0.777
O -1.963308 -0.900972 1.791706 -0.915 -0.235 -1.473
O 0.350255 -1.197047 1.323082 1.701 1.552 -0.698
O 0.677395 1.011391 1.148344 -0.507 -0.028 0.702
H -2.437803 1.128482 -1.890361 -0.723 0.024 0.517
H -0.207372 -0.045226 -2.841227 -0.778 1.009 -0.587
H -0.519093 1.799239 -2.924017 -0.479 0.862 -1.498
H 1.711109 1.339999 -2.272452 1.856 0.451 -1.660
H 0.765041 1.934588 -1.020121 0.169 2.535 2.412
H 0.904631 -1.123430 -1.354446 1.408 1.915 0.563
H 2.318579 -0.094021 -0.633819 2.132 -0.795 0.567
H -0.222397 -2.564207 0.029389 -1.968 -0.437 -3.144
H -0.203126 -2.975011 1.659222 1.336 -0.877 -0.679
H 1.379202 -2.722819 0.584064 1.650 -1.346 0.009
H -0.919126 1.001591 2.666932 -1.420 -1.207 -0.885
H 0.032361 2.258982 2.588247 0.987 2.569 0.348
H 0.662746 0.649528 3.304113 -0.752 1.515 -1.753
```
Positions in Å, forces in eV/Å.

max |F|: 4.8 eV/Å
spin multiplicity: 3
<S²>: 2.058
total charge: 0
HOMO-LUMO gap (spin up / spin down): 7.227 / 7.970 eV
electronic energy: -16130.9145 eV
HOMO energy (spin up / spin down): -6.3 / -8.6 eV

(5)
Entry from the OMol25 dataset: C8H13NO4 in the gas phase in a non-equilibrium geometry (ωB97M-V with the def2-TZVPD basis set).

Structure (XYZ):
```
26
Properties=species:S:1:pos:R:3:forces:R:3
C -2.381984 -0.204142 -0.900973 -0.281 -2.230 -0.987
C -1.410591 0.312312 0.149945 -0.804 2.390 0.399
C -1.811398 -0.194634 1.523409 1.091 -1.291 1.004
C -0.038053 -0.050088 -0.311188 2.053 1.289 1.260
O 0.462876 0.719087 -1.363880 0.776 1.137 0.107
O 0.940982 0.036744 0.895849 -1.211 -0.127 -1.435
N 2.228566 -0.064282 0.445471 0.358 0.066 -0.785
C 3.122657 1.004520 0.545991 -2.016 0.425 0.692
O 2.746780 2.201373 1.067408 -0.278 -0.078 0.174
C 4.240512 0.669056 -0.070381 2.984 0.655 -0.095
C 4.108693 -0.627270 -0.546784 0.814 -2.602 -3.534
C 2.802083 -1.005664 -0.417350 0.490 -1.300 0.856
O 2.169933 -2.169262 -0.844844 -0.044 1.081 0.740
H -3.452062 -0.119836 -0.742897 -0.085 0.849 0.608
H -2.192290 0.168824 -1.916089 0.169 -0.097 0.311
H -2.341279 -1.363962 -0.936168 0.507 1.666 -0.074
H -1.421751 1.478859 0.202157 -0.121 -1.837 -0.213
H -2.620407 0.381129 1.910156 -0.940 0.266 0.033
H -1.022331 -0.063759 2.288087 -0.131 -0.041 -0.546
H -2.076430 -1.288467 1.565884 0.157 1.021 -0.320
H -0.018854 -1.076668 -0.585462 0.314 -0.865 -0.552
H 0.996446 1.561072 -1.140959 -1.537 -2.068 0.162
H 1.984420 2.069069 1.645974 0.034 -0.054 -0.018
H 5.175738 1.199234 -0.216444 -0.462 0.339 0.407
H 4.887579 -1.179193 -1.245121 -1.832 1.226 1.739
H 2.814220 -2.886816 -0.834938 -0.007 0.181 0.069
```
Positions in Å, forces in eV/Å.

max |F|: 4.5 eV/Å
spin multiplicity: 1
total charge: 0
SMILES string: CC(C)[C@@H](O)On1c(O)ccc1O
HOMO-LUMO gap: 8.242 eV
electronic energy: -18183.2743 eV
HOMO energy: -7.5 eV

(6)
Entry from the OMol25 dataset: a molecular structure, C8H14Br4Cl6O2Sr3 in a non-equilibrium geometry (ωB97M-V with the def2-TZVPD basis set).

Structure (XYZ):
```
37
Properties=species:S:1:pos:R:3:forces:R:3
Sr 1.405541 -2.176164 0.671465 0.383 -7.547 1.127
Sr -0.577677 -3.760613 2.606056 -2.632 -4.767 4.190
Sr 1.946827 -0.986009 3.358195 7.363 -1.095 14.146
O 1.194011 -0.490407 1.875284 -6.907 4.183 -8.596
C -0.138347 -0.185533 1.393314 -0.248 2.181 -0.908
C -1.179536 -1.280198 1.087205 -0.454 0.196 0.526
O -0.730300 -2.630721 1.032371 0.184 2.014 -2.308
H 0.013074 0.398219 0.485338 -0.455 -0.523 0.077
H -0.472171 0.597227 2.074443 -0.803 -0.517 0.264
H -1.593456 -1.129473 0.090186 0.167 1.219 0.540
H -2.025462 -1.211367 1.771146 0.314 0.232 0.255
Br 2.193645 -1.098262 -1.175643 5.580 3.351 -6.845
C 3.013032 0.464274 -0.214729 -0.032 -0.602 2.137
C 2.044682 1.599990 -0.181638 1.150 0.846 -1.315
Br 1.908051 2.227449 -2.011063 3.664 1.763 2.950
H 4.072812 0.534565 -0.459744 -0.354 0.477 -1.160
H 3.083291 0.097189 0.809196 0.079 -0.270 0.219
H 2.444608 2.391164 0.452560 0.389 0.119 -0.111
H 1.052693 1.390725 0.218694 0.959 -0.237 -0.838
Br -1.925637 -0.952074 -2.028874 4.697 4.025 -3.863
C -0.080787 -0.161263 -2.189859 -2.553 1.082 -1.778
C -0.297378 1.152750 -2.916838 -1.585 0.851 -2.146
Br -0.953072 0.898058 -4.811482 0.103 -0.142 1.402
H 0.499126 -0.780248 -2.874442 -0.135 -0.273 0.557
H 0.151168 -0.105499 -1.126287 0.089 0.442 -1.061
H 0.548840 1.815978 -3.096086 -2.073 -1.910 -1.377
H -0.943916 1.847513 -2.380745 -0.636 -0.310 -0.061
C -3.183278 -2.621962 -0.708308 -2.051 -1.793 0.614
Cl -4.288733 -1.690700 -1.820155 -1.331 -1.274 1.680
Cl -3.157867 -4.253151 -1.280902 0.113 -0.700 0.145
Cl -3.701550 -2.522254 1.018129 -1.264 -0.603 -0.091
H -2.154757 -2.263680 -0.751729 -1.513 -1.229 0.582
C 0.355418 2.941541 2.102421 -0.664 1.614 -0.407
Cl 1.191827 2.069595 3.415519 1.144 -0.037 0.844
Cl 1.204773 4.511647 1.625785 -1.146 -1.960 0.850
Cl -1.332934 3.083177 2.702013 0.977 0.308 -0.849
H 0.413439 2.278519 1.239205 -0.519 0.887 0.611
```
Positions in Å, forces in eV/Å.

max |F|: 16.0 eV/Å
spin multiplicity: 1
total charge: +4
HOMO-LUMO gap: 2.027 eV
electronic energy: -370372.5119 eV
HOMO energy: -18.4 eV